one:
11
Properties=species:S:1:pos:R:3 method="wB97M-V/def2-TZVPD" orbital_gap_ha="0.2316 / 0.2324" homo_energy_ev="-15.131 / -15.139" lumo_ev="-8.829 / -8.814" total_charge=+1
C 1.34081 -0.88792 2.84507
C 2.05739 0.01906 1.24879
C -1.32033 0.13144 -0.00661
C -0.01129 -0.20513 -0.15756
N 2.42975 -0.37996 2.45632
N 0.27764 -1.08574 2.23617
N 0.75518 -0.29836 0.94573
H 2.77377 0.55065 0.72204
H -2.09405 0.24120 -0.82484
H -1.66813 0.53854 0.92392
H 0.48988 -0.44872 -1.15446

=====

two:
11
Properties=species:S:1:pos:R:3 method="wB97M-V/def2-TZVPD" orbital_gap_ha=0.3430 homo_energy_ev=-14.674 lumo_ev=-5.340 total_charge=+1
C -2.76458 0.81074 0.17986
C -0.22542 -1.40848 -0.19463
C 0.84418 0.93689 -0.07730
C 0.94853 -0.44433 0.25525
N -1.44583 -1.16158 -0.37025
N -1.97908 -0.02162 -0.17409
N 0.73752 2.03907 -0.39514
H -0.01493 -2.42092 -0.24581
H 1.08692 -0.61258 1.44395
H 1.91656 -0.80210 -0.05807
H 0.89614 3.08490 -0.36376

=====

Stability, descending: two, one